{"formula": "C6H9N", "method": "wB97M-V/def2-TZVPD", "species": ["C", "C", "C", "C", "N", "C", "C", "H", "H", "H", "H", "H", "H", "H", "H", "H"], "xyz": [[2.06856, 0.35079, -0.03683], [0.62775, 0.09945, -0.03980], [-0.38769, 0.49786, 0.94188], [-1.07090, 1.18738, -0.22602], [-0.39556, 0.19790, -1.15714], [-1.04845, -1.08225, -0.73150], [-0.53486, -0.98685, 0.67946], [2.76094, 0.17323, -0.84247], [1.68300, -0.83585, 0.10296], [2.55200, 0.87050, 0.78948], [-0.20916, 0.87321, 1.94601], [-2.16461, 1.19498, -0.28322], [-0.66630, 2.18679, -0.41606], [-0.62864, -1.92953, -1.28714], [-2.13397, -1.04934, -0.89491], [-0.46546, -1.75608, 1.45575]], "orbital_gap_ev": 8.3, "e_above_lowest_ev": 6.385, "lumo_energy_ev": 1.061, "total_energy_ha": -288.547390, "e_homo_ha": -0.2670}

---

{"formula": "C6H9N", "method": "wB97M-V/def2-TZVPD", "species": ["C", "N", "C", "C", "C", "C", "C", "H", "H", "H", "H", "H", "H", "H", "H", "H"], "xyz": [[-0.02964, -0.93443, -2.11098], [-0.34158, -1.15325, -0.90296], [-0.35640, -0.13904, 0.09616], [-1.78263, -0.18874, 0.56150], [0.60178, 1.00989, 0.27941], [1.86289, 0.14250, 0.36674], [0.68581, -0.19150, 1.20485], [-0.19239, -1.73310, -2.78521], [0.65498, -0.09738, -2.28380], [-2.05516, -1.28570, 0.43110], [-2.69150, 0.21124, -0.03225], [-1.84033, 0.13515, 1.53820], [0.63335, 2.09539, 0.32337], [2.26945, -0.57785, -0.47536], [2.76244, 0.56497, 0.91491], [0.49255, -0.34010, 2.30571]], "smiles": "C=N[C@]1(C)[C@@H]2C[C@@H]21", "orbital_gap_ev": 10.3, "e_above_lowest_ev": 4.228, "lumo_energy_ev": 1.178, "total_energy_ha": -288.626661, "e_homo_ha": -0.3334}

---

{"formula": "C6H9N", "method": "wB97M-V/def2-TZVPD", "species": ["C", "C", "C", "C", "C", "N", "C", "H", "H", "H", "H", "H", "H", "H", "H", "H"], "xyz": [[1.69185, -0.72775, 1.00008], [0.48926, -0.19148, 0.21855], [0.70304, 0.66645, -0.97893], [-0.29918, 1.21565, -0.03651], [-1.59662, 0.41492, -0.09194], [-1.75555, -0.21387, -1.36509], [-0.89459, -0.82161, 0.16106], [1.43051, -1.38359, 1.84200], [2.27114, 0.11018, 1.40466], [2.38110, -1.29652, 0.35222], [1.64445, 1.21048, -0.94187], [0.40402, 0.26545, -1.93693], [-0.26784, 2.22245, 0.37201], [-2.45416, 0.72376, 0.49159], [-2.75146, -0.45228, -1.49988], [-1.15700, -1.67658, 0.79019]], "orbital_gap_ev": 9.1, "e_above_lowest_ev": 4.921, "lumo_energy_ev": 1.086, "total_energy_ha": -288.601205, "e_homo_ha": -0.2936}

---

{"formula": "C6H9N", "method": "wB97M-V/def2-TZVPD", "species": ["C", "C", "C", "C", "N", "H", "H", "H", "H", "H", "C", "C", "H", "H", "H", "H"], "xyz": [[1.23224, 0.29716, -0.01182], [0.21071, 1.11236, -0.27787], [-0.64503, 0.98599, -1.51489], [-0.12631, 2.10028, 0.71120], [-0.35255, 2.90817, 1.51100], [1.75902, 0.31094, 0.93718], [1.54102, -0.45999, -0.72465], [-0.27075, 1.63709, -2.30862], [-1.68956, 1.25422, -1.32441], [-0.62743, -0.04603, -1.88404], [-0.67310, -1.28205, 0.96254], [0.29801, -2.15190, 0.71683], [-1.43224, -1.04507, 0.21901], [-0.70934, -0.68409, 1.87125], [1.11173, -2.31307, 1.41993], [0.38101, -2.64993, -0.24683]], "smiles": "C=C(C)C#N.C=C", "orbital_gap_ev": 9.7, "e_above_lowest_ev": 2.528, "lumo_energy_ev": 0.599, "total_energy_ha": -288.689156, "e_homo_ha": -0.3351}

---

{"formula": "C6H9N", "method": "wB97M-V/def2-TZVPD", "species": ["C", "C", "C", "N", "C", "C", "C", "H", "H", "H", "H", "H", "H", "H", "H", "H"], "xyz": [[-0.10773, 1.67452, -1.06647], [-0.07670, 0.32854, -0.39198], [1.09647, -0.56343, -0.66998], [1.15696, -1.69557, -0.08897], [0.60438, -1.26976, 1.21500], [-0.38388, -0.10337, 1.03268], [-1.35148, -0.42044, -0.04817], [0.81008, 2.23499, -0.86338], [-0.96437, 2.28265, -0.76294], [-0.17839, 1.53446, -2.15413], [2.03528, -0.16395, -1.03738], [1.49517, -0.93130, 1.77841], [0.22201, -2.18363, 1.60732], [-0.63031, 0.59322, 1.83460], [-2.27455, 0.15583, -0.07055], [-1.45292, -1.47276, -0.31407]], "smiles": "C[C@@]12C=NC[C@@H]1C2", "orbital_gap_ev": 9.5, "e_above_lowest_ev": 2.918, "lumo_energy_ev": 0.827, "total_energy_ha": -288.674810, "e_homo_ha": -0.3179}

---

{"formula": "C6H9N", "method": "wB97M-V/def2-TZVPD", "species": ["C", "N", "C", "C", "C", "C", "C", "H", "H", "H", "H", "H", "H", "H", "H", "H"], "xyz": [[1.49526, 1.92529, 0.25107], [1.69834, 0.68340, 0.23576], [0.90436, -0.07490, -0.68902], [0.79507, -1.48953, -0.18321], [-0.34220, -0.55180, -0.03382], [-1.26702, -0.05822, 1.01131], [-1.79137, -0.56691, -0.32163], [1.77184, 2.46200, 1.14913], [0.97412, 2.45714, -0.54861], [0.85854, 0.18959, -1.75020], [1.41120, -1.62873, 0.70190], [0.73870, -2.32166, -0.87281], [-1.34007, 1.01564, 1.18365], [-1.43356, -0.65135, 1.90789], [-2.27835, -1.53744, -0.33092], [-2.21551, 0.15647, -1.01445]], "smiles": "C=N[C@H]1CC12CC2", "orbital_gap_ev": 10.6, "e_above_lowest_ev": 3.214, "lumo_energy_ev": 1.158, "total_energy_ha": -288.663912, "e_homo_ha": -0.3469}

---

{"formula": "C6H9N", "method": "wB97M-V/def2-TZVPD", "species": ["C", "C", "C", "C", "N", "C", "C", "H", "H", "H", "H", "H", "H", "H", "H", "H"], "xyz": [[2.92589, 0.37861, 0.11381], [1.85376, -0.67526, -0.06506], [0.63562, -0.49394, -0.49266], [-0.60558, -0.80211, -0.75986], [-1.62442, -0.68606, 0.20906], [-2.71517, 0.19038, -0.15818], [-1.73836, 0.59183, 0.88625], [3.67853, 0.32897, -0.67949], [3.46508, 0.33454, 1.06976], [2.46230, 1.37150, 0.06186], [1.91390, -1.76355, -0.00020], [-0.90318, -1.20162, -1.72514], [-3.70150, -0.17574, 0.10596], [-2.63226, 0.68607, -1.12518], [-1.01353, 1.36346, 0.61985], [-2.00109, 0.55292, 1.93922]], "smiles": "CC=C=CN1CC1", "orbital_gap_ev": 9.3, "e_above_lowest_ev": 3.596, "lumo_energy_ev": 1.080, "total_energy_ha": -288.649909, "e_homo_ha": -0.3025}

---

{"formula": "C6H9N", "method": "wB97M-V/def2-TZVPD", "species": ["C", "C", "C", "C", "C", "N", "C", "H", "H", "H", "H", "H", "H", "H", "H", "H"], "xyz": [[-1.60483, 0.47331, 0.98457], [-0.45402, 0.17526, 0.06239], [-0.50573, -0.59923, -1.22313], [0.29887, -1.12387, -0.06930], [1.63472, -0.36163, 0.16307], [1.88807, 0.71609, -0.76522], [0.90017, 0.92223, 0.26788], [-1.38009, 0.14991, 2.00944], [-2.52439, -0.02802, 0.67156], [-1.81108, 1.54866, 1.01792], [-1.43957, -1.12649, -1.39827], [-0.04605, -0.27867, -2.15802], [0.05292, -2.05405, 0.43164], [2.45510, -0.75236, 0.75462], [1.52150, 0.57981, -1.70184], [1.01441, 1.75904, 0.95269]], "smiles": "C[C@]12C[C@H]1[C@H]1N[C@H]12", "orbital_gap_ev": 9.6, "e_above_lowest_ev": 3.497, "lumo_energy_ev": 1.099, "total_energy_ha": -288.653545, "e_homo_ha": -0.3136}

---

{"formula": "C6H9N", "method": "wB97M-V/def2-TZVPD", "species": ["C", "C", "C", "C", "C", "C", "N", "H", "H", "H", "H", "H", "H", "H", "H", "H"], "xyz": [[1.80971, -1.57542, 0.33390], [0.54340, -0.78155, 0.25532], [-0.32898, -0.58891, -0.71836], [-1.36019, 0.37737, -0.23390], [-1.09664, 0.58082, 1.24223], [-1.05856, 1.80662, -0.77533], [0.06858, -0.04885, 1.39045], [1.92390, -2.08950, 1.29395], [1.85613, -2.33182, -0.45632], [2.67047, -0.91206, 0.22739], [-0.30129, -1.02041, -1.70917], [-2.39923, 0.11540, -0.43787], [-0.15100, 2.20103, -0.31737], [-0.92910, 1.81679, -1.86094], [-1.84490, 2.49729, -0.48589], [0.59768, -0.04679, 2.25191]], "orbital_gap_ev": 9.2, "e_above_lowest_ev": 2.334, "lumo_energy_ev": 0.935, "total_energy_ha": -288.696267, "e_homo_ha": -0.3033}

---

{"formula": "C6H9N", "method": "wB97M-V/def2-TZVPD", "species": ["C", "C", "N", "C", "C", "C", "C", "H", "H", "H", "H", "H", "H", "H", "H", "H"], "xyz": [[1.34188, 1.44459, 0.01722], [0.58327, 0.52143, -0.80233], [1.97772, 0.14649, -0.28292], [1.03983, -1.13456, 0.04071], [-0.29068, -0.42033, -0.03530], [-1.30361, -0.01621, 0.99567], [-1.75669, -0.59977, -0.32121], [1.04691, 1.72916, 1.02722], [1.62084, 2.30036, -0.60181], [0.57204, 0.45251, -1.87685], [1.39508, -1.54704, 0.96081], [1.12352, -1.82828, -0.82152], [-1.45135, 1.04626, 1.17672], [-1.45641, -0.63739, 1.88006], [-2.25568, -1.56536, -0.32194], [-2.18667, 0.10814, -1.03453]], "orbital_gap_ev": 9.9, "e_above_lowest_ev": 4.788, "lumo_energy_ev": 1.055, "total_energy_ha": -288.606093, "e_homo_ha": -0.3245}